*P*
This record from the OMol25 dataset describes one molecule with the formula CH5N3. The level of theory is ωB97M-V/def2-TZVPD.

Results
frontier orbital gap = 0.3721 hartree
LUMO level = 0.030 hartree
spin multiplicity = 1
E_HOMO = -0.3422 Eh
net charge = 0

Atoms and positions in Å:
N: -0.58 -0.87 -1.21
C: -0.10 -0.28 -0.20
N: 1.15 -0.63 0.37
N: -0.60 0.99 0.23
H: -1.32 -0.32 -1.64
H: 1.19 -0.18 1.27
H: 1.22 -1.64 0.44
H: -0.37 1.69 -0.46
H: -0.60 1.25 1.20


*Q*
This record from the OMol25 dataset describes one molecule with the formula CH5N3. The level of theory is ωB97M-V/def2-TZVPD.

Results
frontier orbital gap = 0.3368 hartree
LUMO level = 0.029 hartree
spin multiplicity = 1
E_HOMO = -0.3078 Eh
net charge = 0

Atoms and positions in Å:
N: 0.92 -0.81 -0.67
C: 0.02 -0.01 -0.06
N: -0.98 -0.46 0.69
N: 0.22 1.28 -0.10
H: 0.74 -1.78 -0.66
H: -1.16 -1.51 1.03
H: -2.02 0.04 0.86
H: 0.15 2.01 0.61
H: 1.01 1.26 -0.87


Least stable structure: *Q*


*P*
This record from the OMol25 dataset describes one molecule with the formula CH5N3. The level of theory is ωB97M-V/def2-TZVPD.

Results
frontier orbital gap = 0.3501 hartree
LUMO level = 0.030 hartree
spin multiplicity = 1
E_HOMO = -0.3205 Eh
net charge = 0

Atoms and positions in Å:
N: -0.87 0.06 1.33
C: -0.12 0.01 0.22
N: 0.96 0.71 -0.17
N: -0.53 -0.92 -0.71
H: -0.71 0.96 1.75
H: 1.09 1.43 0.57
H: 1.08 0.74 -1.19
H: 0.27 -1.31 -1.31
H: -1.17 -1.67 -0.49


*Q*
This record from the OMol25 dataset describes one molecule with the formula CH5N3. The level of theory is ωB97M-V/def2-TZVPD.

Results
frontier orbital gap = 0.3599 hartree
LUMO level = 0.033 hartree
spin multiplicity = 1
E_HOMO = -0.3273 Eh
net charge = 0

Atoms and positions in Å:
N: -0.72 0.41 1.11
C: -0.11 -0.05 0.03
N: 0.22 0.89 -0.93
N: 0.47 -1.32 -0.07
H: -1.33 1.23 0.78
H: -0.08 1.81 -0.53
H: 0.63 0.59 -1.89
H: 1.41 -1.29 -0.04
H: 0.24 -1.91 0.74


Least stable structure: *Q*


*P*
This record from the OMol25 dataset describes one molecule with the formula C5H11NO3. The level of theory is ωB97M-V/def2-TZVPD.

Results
frontier orbital gap = 0.4320 hartree
LUMO level = 0.026 hartree
spin multiplicity = 1
E_HOMO = -0.4060 Eh
net charge = 0

Atoms and positions in Å:
C: -0.41 -0.02 1.53
C: -0.59 0.13 0.02
C: -0.91 -1.21 -0.66
C: -1.72 1.09 -0.30
C: 0.72 0.66 -0.47
O: 1.75 -0.34 -0.84
N: 2.92 -0.62 -0.11
O: 3.04 0.05 0.85
O: 3.69 -1.43 -0.49
H: -1.10 -0.80 1.91
H: -0.45 0.82 2.15
H: 0.55 -0.39 1.72
H: -1.78 -1.70 -0.18
H: -1.11 -0.85 -1.77
H: 0.00 -1.84 -0.71
H: -2.09 0.82 -1.24
H: -1.44 2.10 -0.22
H: -2.57 0.95 0.36
H: 1.06 1.62 0.01
H: 0.43 0.96 -1.55


*Q*
This record from the OMol25 dataset describes a 2-piece molecular cluster, C5H11NO3 overall. The level of theory is ωB97M-V/def2-TZVPD.

Results
frontier orbital gap = 0.2631 hartree
LUMO level = 0.022 hartree
spin multiplicity = 1
E_HOMO = -0.2407 Eh
net charge = 0

Atoms and positions in Å:
C: -5.58 0.14 0.11
C: -0.07 0.52 1.30
C: 1.25 -0.90 -0.03
C: 0.48 1.02 -1.04
C: -1.15 -0.64 -0.81
N: 0.10 0.04 -0.13
O: -5.78 -0.91 -0.28
O: -5.31 1.23 0.40
O: -1.54 -1.68 0.14
H: 0.64 1.30 1.43
H: -1.13 0.78 1.31
H: 0.08 -0.33 1.94
H: 1.82 -0.45 0.76
H: 1.01 -1.85 0.26
H: 1.77 -0.86 -0.96
H: -0.32 1.74 -1.27
H: 1.38 1.52 -0.70
H: 0.60 0.51 -2.01
H: -1.79 0.20 -0.68
H: -2.02 -2.35 -0.43


*R*
This record from the OMol25 dataset describes one molecule with the formula C5H11NO3. The level of theory is ωB97M-V/def2-TZVPD.

Results
frontier orbital gap = 0.3912 hartree
LUMO level = 0.033 hartree
spin multiplicity = 1
E_HOMO = -0.3577 Eh
net charge = 0

Atoms and positions in Å:
C: 2.91 -1.08 0.10
C: 2.83 0.42 0.32
O: 2.06 1.06 -0.75
C: 0.81 1.13 -0.41
O: 0.25 -0.19 -0.31
N: -1.09 0.09 -0.18
C: -1.69 -1.00 0.12
C: -3.15 -0.84 0.42
O: -3.31 0.54 0.43
H: 3.78 -1.51 0.75
H: 2.97 -1.48 -1.00
H: 2.05 -1.81 0.52
H: 2.39 0.56 1.33
H: 3.74 1.03 0.35
H: 0.47 1.76 0.43
H: 0.42 1.67 -1.21
H: -1.19 -1.99 0.26
H: -3.18 -1.32 1.53
H: -3.79 -1.44 -0.23
H: -2.31 0.95 0.27


Least stable structure: *P*


*P*
This record from the OMol25 dataset describes a 2-piece molecular cluster, C5H11NO3 overall. The level of theory is ωB97M-V/def2-TZVPD.

Results
frontier orbital gap = 0.3890 hartree
LUMO level = 0.032 hartree
spin multiplicity = 1
E_HOMO = -0.3572 Eh
net charge = 0

Atoms and positions in Å:
C: 2.15 1.16 4.34
C: 1.02 2.12 4.03
O: 1.72 3.25 3.52
C: 2.98 3.27 4.18
O: 3.16 2.03 4.84
H: 1.92 0.39 5.11
H: 2.49 0.63 3.43
H: 0.44 2.38 4.94
H: 0.30 1.77 3.27
H: 3.76 3.45 3.42
H: 3.04 4.08 4.93
C: 1.55 1.29 -1.21
C: 1.53 1.56 0.28
N: 1.75 2.87 0.62
O: 1.33 0.69 1.12
H: 1.36 0.22 -1.38
H: 2.53 1.55 -1.64
H: 0.77 1.87 -1.73
H: 1.92 3.59 -0.08
H: 1.75 3.11 1.61


*Q*
This record from the OMol25 dataset describes a 2-piece molecular cluster, C5H11NO3 overall. The level of theory is ωB97M-V/def2-TZVPD.

Results
frontier orbital gap = 0.3515 hartree
LUMO level = 0.025 hartree
spin multiplicity = 1
E_HOMO = -0.3263 Eh
net charge = 0

Atoms and positions in Å:
C: -1.37 -0.62 1.48
C: -0.28 0.36 1.13
O: -0.24 1.49 1.59
C: 1.18 -0.35 1.01
C: 2.24 0.59 0.52
O: 1.36 -1.48 1.38
H: -1.74 -1.05 0.55
H: -0.99 -1.41 2.12
H: -2.21 -0.12 1.95
H: 2.35 1.40 1.24
H: 1.90 1.04 -0.42
H: 3.18 0.07 0.35
C: 0.09 -0.88 -1.84
O: -0.37 0.54 -1.24
N: -1.75 0.88 -1.33
H: 0.03 -1.64 -1.06
H: 1.11 -0.72 -2.17
H: -0.60 -1.09 -2.65
H: -2.02 1.41 -0.51
H: -1.87 1.57 -2.08


Least stable structure: *Q*